Here is an isolated molecule of C3H3NO4 at a distorted geometry from the OMol25 dataset. Energies are from ωB97M-V with the def2-TZVPD basis set.

```
11
Properties=species:S:1:pos:R:3
C -0.58 -0.35 1.07
C -0.30 0.23 -0.95
C 0.91 0.08 -0.36
H -2.00 -0.28 2.22
H 0.02 0.75 -2.73
H 2.75 0.37 -0.14
N -1.28 0.00 0.08
O -1.08 -0.60 2.29
O -0.77 0.48 -2.18
O 2.12 0.29 -0.88
O 0.74 -0.25 0.96
```

Results
* E_tot: -12838.4296 eV
* orbital gap: 8.4 eV
* SMILES string: Oc1nc(O)c(O)o1
* lowest unoccupied orbital energy: 0.412 eV
* highest occupied orbital energy: -0.2928 Eh

Here is a cluster of 2 separate species, C3H3NO4 in total at a distorted geometry from the OMol25 dataset. Energies are from ωB97M-V with the def2-TZVPD basis set.

```
11
Properties=species:S:1:pos:R:3
C -2.89 0.12 0.11
C -1.81 -0.67 0.14
C -0.31 -0.30 0.05
O -0.13 0.93 0.01
O 0.45 -1.29 0.03
O 4.54 1.55 0.47
N 4.13 0.63 -0.20
O 4.74 -0.07 -1.01
H -3.87 -0.36 0.15
H -2.89 1.19 0.03
H -1.96 -1.74 0.21
```

Results
* E_tot: -12832.8645 eV
* orbital gap (alpha / beta): 7.1 / 8.8 eV
* lowest unoccupied orbital energy (alpha / beta): -3.728 / -2.223 eV
* highest occupied orbital energy (alpha / beta): -0.3987 / -0.4038 Eh

Here is an isolated molecule of C3H3NO4 at a distorted geometry from the OMol25 dataset. Energies are from ωB97M-V with the def2-TZVPD basis set.

```
11
Properties=species:S:1:pos:R:3
C -1.16 0.08 1.04
C -0.39 -0.82 0.10
C 0.94 -0.41 -0.53
H -0.67 3.03 0.71
H -1.86 -0.55 1.70
H 1.55 -0.57 -2.23
N -1.16 1.37 1.19
O -0.29 2.16 0.34
O -0.65 -2.02 -0.16
O 0.68 -0.58 -1.89
O 1.85 -0.13 0.19
```

Results
* E_tot: -12836.4049 eV
* orbital gap: 9.3 eV
* SMILES string: O=C(O)C(=O)/C=N\O
* lowest unoccupied orbital energy: -0.795 eV
* highest occupied orbital energy: -0.3709 Eh

What relative energy (zero: lowest compared OMol25 entry of this formula, charge and spin) values result from the calculations? In sequence: 1.893; 7.459; 3.918 eV.